#one
# H80O40

A 40-piece molecular cluster, H80O40 overall (ωB97M-V with the def2-TZVPD basis set, the Open Molecules 2025 dataset).

```
120
Properties=species:S:1:pos:R:3
H -2.80 0.49 0.53
H -2.65 0.70 2.09
O -2.89 0.04 1.38
H 3.75 2.90 -2.65
H 4.00 3.41 -4.05
O 4.42 3.37 -3.19
H 0.36 -2.79 -0.35
H -0.03 -2.55 1.13
O 0.01 -3.25 0.45
H -4.47 -0.64 4.27
H -3.91 -0.52 2.73
O -4.64 -0.46 3.34
H -0.78 6.62 -1.20
H -1.63 6.43 0.13
O -0.77 6.45 -0.25
H 0.17 -0.73 5.24
O -0.10 0.10 5.66
H -3.33 5.82 0.33
O -3.65 5.52 -0.57
H -3.91 0.39 -2.54
H -3.38 0.24 -1.14
O -3.87 0.89 -1.69
H 4.14 4.20 2.50
H 3.23 4.59 3.65
O 3.79 3.91 3.34
H -6.22 2.75 0.99
H -5.41 2.67 -0.26
O -5.88 3.30 0.26
H 3.12 1.02 -2.81
H 4.37 0.96 -3.80
O 3.43 0.88 -3.69
H 2.94 2.70 0.36
O 3.73 2.69 -0.21
H -0.13 4.18 0.35
H -0.20 2.66 -0.26
O 0.31 3.42 -0.03
H 5.89 0.02 0.87
H 5.94 0.06 -0.62
O 6.27 -0.47 0.09
H -1.21 -3.61 -3.05
H -2.47 -3.18 -2.73
O -2.11 -3.91 -3.29
H 0.81 -3.76 -4.36
H 1.31 -2.45 -4.54
O 0.74 -2.90 -3.89
H 0.97 -0.21 -5.77
H -0.03 -1.37 -6.35
O 0.54 -1.17 -5.58
H -0.23 2.08 -3.46
H -1.94 1.83 -3.19
O -1.14 2.21 -3.61
H -3.36 -4.56 0.28
O -3.84 -4.78 -0.55
H 1.52 -5.94 -2.95
H 0.84 -5.21 -1.97
O 0.64 -5.55 -2.89
H 0.34 3.61 -1.65
O 0.86 3.76 -2.53
H -4.72 -2.38 1.60
H -5.73 -2.31 2.80
O -5.50 -2.74 2.00
H 2.75 2.28 -4.61
H 1.39 2.81 -4.57
O 2.21 2.88 -5.13
H -0.71 -0.83 -3.52
H -1.94 -1.31 -4.25
O -1.66 -0.63 -3.58
H 4.59 1.03 2.45
H 5.42 -0.37 2.63
O 5.49 0.57 2.47
H 4.43 -2.28 4.75
H 4.06 -2.97 3.19
O 3.83 -2.62 4.05
H -2.29 3.73 0.11
H -2.79 4.27 1.42
O -2.02 3.80 1.04
H 1.59 -4.58 2.50
H 1.43 -5.05 4.11
O 1.10 -4.89 3.26
H 2.17 0.37 5.55
H 2.31 1.46 6.38
O 2.36 1.30 5.37
H 1.40 -3.50 1.63
H 2.57 -3.21 0.67
O 2.22 -2.84 1.48
H 2.65 -4.14 -4.18
H 3.77 -3.75 -3.23
O 2.83 -3.90 -3.27
H -1.14 1.11 2.46
O -1.73 1.63 3.08
H 1.50 -0.73 -0.70
H 2.31 -2.05 -0.23
O 1.74 -1.68 -0.92
H -3.29 -4.85 -1.32
H -0.07 0.58 4.83
H 0.33 4.25 -3.17
H -4.29 4.83 -0.39
H 4.14 3.52 -0.29
H -1.36 2.46 3.37
O 1.96 2.04 2.90
H 1.08 2.31 3.25
H 2.73 2.64 2.94
O 2.40 -5.40 -0.79
H 2.64 -4.52 -1.09
H 2.90 -5.65 0.01
O -4.13 0.54 -4.42
H -3.38 0.68 -5.09
H -4.03 -0.45 -4.34
O 0.83 -0.71 1.76
H 1.03 -1.37 2.49
H 1.65 -0.13 1.82
O -0.92 3.67 4.51
H -1.60 3.55 5.18
H -0.26 4.13 5.10
O -3.57 -2.83 5.12
H -3.59 -2.77 4.14
H -2.93 -2.12 5.04
O -3.82 -2.41 -1.71
H -4.57 -2.84 -2.22
H -3.88 -3.03 -0.97
```

**<S²>**: 0.76
**Charge**: +1
**2S+1**: 2

#two
# H80O40

A 40-piece molecular cluster, H80O40 overall (ωB97M-V with the def2-TZVPD basis set, the Open Molecules 2025 dataset).

```
120
Properties=species:S:1:pos:R:3
H -0.94 -4.00 -2.49
H -0.35 -4.37 -1.19
O -0.71 -4.81 -2.00
H 3.54 0.52 -1.10
H 2.96 1.71 -0.08
O 3.67 1.13 -0.38
H 0.88 1.32 -0.14
H 0.90 1.06 1.42
O 1.17 1.67 0.74
H 3.82 -2.66 -1.96
H 5.21 -3.18 -2.76
O 4.72 -2.57 -2.22
H -1.76 3.10 2.74
H -0.22 3.00 2.57
O -0.95 3.62 2.67
H -2.86 -4.60 -0.15
O -2.91 -3.81 -0.73
H 2.22 3.37 -4.08
O 3.16 3.35 -3.95
H -5.44 0.31 -2.58
H -6.19 -0.93 -3.04
O -5.95 -0.42 -2.26
H 4.25 -4.72 -0.40
H 2.90 -4.17 -0.63
O 3.69 -4.38 -1.12
H 1.60 -1.66 2.76
H 0.66 -2.38 3.53
O 1.31 -2.58 2.85
H -2.63 0.86 3.45
H -1.97 1.34 4.66
O -1.73 0.96 3.81
H 0.90 0.73 -2.18
O 0.65 0.27 -1.36
H -5.47 -1.07 0.38
H -5.93 -2.56 0.28
O -5.39 -1.89 -0.13
H -0.56 0.16 2.32
H -0.42 -1.07 1.18
O -0.13 -0.62 1.96
H 2.16 3.17 2.68
H 3.18 2.20 2.30
O 2.57 2.35 3.03
H 5.22 0.72 -2.74
H 4.66 1.48 -3.92
O 4.47 1.27 -3.00
H 0.91 -4.40 -3.88
H 2.02 -4.82 -2.87
O 1.39 -4.11 -3.09
H -0.75 1.80 -4.15
H -1.02 3.35 -4.12
O -0.45 2.65 -3.79
H -5.15 1.77 -0.16
O -4.51 1.06 -0.13
H 3.08 0.68 5.61
H 2.25 1.71 4.69
O 2.26 1.17 5.49
H -2.74 2.07 -5.09
O -3.43 2.60 -4.66
H 3.00 -3.31 4.31
H 4.52 -3.26 3.89
O 3.71 -2.79 3.92
H -3.50 -0.90 -1.64
H -2.36 0.05 -1.84
O -3.27 -0.10 -2.13
H 5.39 0.45 -0.11
H 6.87 0.02 0.29
O 6.00 -0.28 0.04
H -4.14 -1.96 2.46
H -2.79 -1.52 2.95
O -3.67 -1.17 2.74
H -2.91 3.39 -0.48
H -3.66 4.41 -1.51
O -3.72 3.79 -0.78
H 0.86 -2.08 0.47
H 1.76 -2.72 -0.13
O 0.77 -2.88 -0.12
H 3.67 -0.83 0.75
H 2.22 -0.37 1.01
O 2.75 -1.05 0.57
H -0.66 3.05 -2.19
H 0.44 3.61 -1.33
O -0.50 3.41 -1.27
H -3.71 3.76 1.84
H -4.10 2.33 1.24
O -3.60 2.81 1.94
H -2.32 -0.35 -4.09
H -0.88 -0.29 -4.50
O -1.77 -0.26 -4.89
H -2.97 -1.43 0.13
O -2.28 -0.77 0.25
H -1.72 -4.83 2.33
H -0.83 -4.88 1.20
O -1.66 -5.30 1.48
H -3.94 1.13 -0.92
H -2.84 -4.15 -1.63
H -4.14 2.00 -4.90
H 3.42 3.27 -3.04
H 1.05 -0.59 -1.47
H -2.50 0.01 0.76
O 2.55 3.81 -1.02
H 3.43 4.05 -0.68
H 2.02 4.31 -0.35
O 1.47 -1.24 -3.81
H 0.99 -1.64 -3.05
H 1.95 -2.09 -3.88
O -1.19 -1.76 -2.00
H -1.23 -1.13 -1.22
H -2.04 -1.94 -2.38
O 0.08 -0.75 5.69
H -0.09 -0.59 6.62
H 1.01 -0.51 5.57
O 1.31 4.15 1.32
H 0.43 4.37 1.67
H 1.30 3.32 0.76
O 1.68 6.71 1.00
H 1.89 6.48 1.92
H 1.10 5.93 0.88
O -1.30 -2.93 5.04
H -2.22 -2.72 4.81
H -1.02 -1.99 4.93
```

**<S²>**: 0.76
**Charge**: +1
**2S+1**: 2

It turns out #two is the most stable, with the second structure 4.769 eV higher.

#one
# C27H26F16N7SSbTa

C27H26F16N7SSbTa as an isolated structure (ωB97M-V with the def2-TZVPD basis set, the Open Molecules 2025 dataset).

```
79
Properties=species:S:1:pos:R:3
Ta 0.10 0.26 0.18
C 2.72 2.14 -1.05
N 1.24 2.06 -1.06
C 0.76 1.89 -2.46
C -0.72 1.57 -2.44
N -0.99 0.51 -1.45
C -2.14 -0.28 -1.72
C -3.33 0.21 -2.26
F -3.46 1.50 -2.56
C -4.41 -0.63 -2.48
F -5.52 -0.13 -3.00
C -4.36 -1.97 -2.13
F -5.40 -2.76 -2.33
C -3.20 -2.48 -1.56
F -3.11 -3.75 -1.20
C -2.13 -1.62 -1.37
F -1.01 -2.10 -0.78
C 0.71 3.36 -0.54
C 0.56 3.22 0.94
N -0.18 1.96 1.17
C -1.25 2.15 2.10
C -2.58 2.02 1.72
F -2.87 1.61 0.48
C -3.62 2.35 2.57
F -4.87 2.20 2.18
C -3.34 2.83 3.84
F -4.32 3.13 4.67
C -2.02 2.98 4.24
F -1.74 3.43 5.46
C -1.00 2.65 3.37
F 0.27 2.79 3.77
H 3.04 3.01 -1.62
H 3.14 1.25 -1.51
H 3.08 2.24 -0.03
H 1.32 1.08 -2.92
H 0.95 2.80 -3.03
H -1.02 1.21 -3.43
H -1.33 2.45 -2.22
H -0.27 3.54 -0.98
H 1.36 4.18 -0.83
H -0.01 4.06 1.35
H 1.52 3.22 1.45
C 2.00 -2.12 -5.71
C 1.15 -2.54 -4.51
C 1.63 -1.94 -3.23
N 0.93 -1.20 -2.46
N 1.61 -0.76 -1.32
C 2.86 -1.22 -1.30
N 3.79 -0.95 -0.38
S 3.26 -2.19 -2.66
H 1.59 -2.56 -6.62
H 3.03 -2.48 -5.62
H 2.02 -1.04 -5.83
H 1.14 -3.62 -4.41
H 0.11 -2.22 -4.63
H 3.57 -0.45 0.46
H 4.70 -1.38 -0.43
F -0.80 -0.26 4.07
Sb -2.07 -1.54 3.58
F -0.63 -2.68 3.25
F -1.17 -0.66 1.29
F -2.51 -2.29 5.21
F -3.37 -0.20 3.57
F -3.00 -2.42 2.24
C 2.40 0.86 2.94
C 2.24 -0.55 2.56
C 2.85 -1.63 3.27
C 2.46 -2.77 2.64
C 1.62 -2.39 1.55
C 0.91 -3.37 0.70
N 1.52 -1.01 1.49
H 3.43 1.07 3.21
H 1.79 1.07 3.83
H 2.08 1.55 2.16
H 3.46 -1.52 4.14
H 2.68 -3.79 2.90
H 1.36 -4.35 0.83
H 0.90 -3.12 -0.35
H -0.13 -3.45 1.03
```

**<S²>**: 0.76
**Charge**: +2
**2S+1**: 2

#two
# C27H26F16N7SSbTa

C27H26F16N7SSbTa as an isolated structure (ωB97M-V with the def2-TZVPD basis set, the Open Molecules 2025 dataset).

```
79
Properties=species:S:1:pos:R:3
Ta 0.54 -0.13 0.07
C 3.54 -1.95 0.41
N 3.03 -0.62 -0.01
C 3.47 -0.40 -1.40
C 2.71 0.71 -2.01
N 1.28 0.46 -1.77
C 0.43 1.03 -2.75
C 0.75 1.98 -3.72
F 1.96 2.49 -3.84
C -0.22 2.46 -4.58
F 0.11 3.37 -5.47
C -1.53 2.01 -4.51
F -2.45 2.49 -5.32
C -1.86 1.05 -3.58
F -3.10 0.56 -3.49
C -0.87 0.60 -2.75
F -1.13 -0.38 -1.85
C 3.60 0.41 0.88
C 2.82 0.38 2.14
N 1.39 0.48 1.79
C 0.62 1.31 2.66
C -0.68 0.90 2.90
F -1.03 -0.25 2.29
C -1.57 1.57 3.69
F -2.81 1.11 3.86
C -1.15 2.74 4.30
F -1.98 3.42 5.07
C 0.13 3.19 4.08
F 0.53 4.32 4.64
C 1.00 2.50 3.26
F 2.20 3.04 3.04
H 4.63 -1.95 0.33
H 3.15 -2.73 -0.23
H 3.27 -2.16 1.45
H 3.29 -1.33 -1.95
H 4.54 -0.19 -1.43
H 2.93 0.72 -3.07
H 2.99 1.69 -1.61
H 3.50 1.38 0.40
H 4.65 0.22 1.08
H 3.13 1.20 2.79
H 2.99 -0.54 2.70
C -5.66 1.00 -0.55
C -4.72 0.80 0.65
C -3.81 -0.38 0.48
N -2.54 -0.31 0.35
N -1.91 -1.54 0.24
C -2.76 -2.54 0.28
N -2.42 -3.85 0.20
S -4.39 -2.02 0.44
H -6.32 1.85 -0.37
H -6.29 0.13 -0.72
H -5.10 1.20 -1.46
H -5.31 0.66 1.55
H -4.09 1.67 0.79
H -1.46 -4.12 0.10
H -3.11 -4.57 0.26
F -0.67 1.53 -0.13
Sb -0.08 3.64 -0.17
F -1.09 3.52 1.37
F -1.64 3.68 -1.14
F 0.80 5.02 0.66
F 0.71 4.06 -1.79
F 1.44 2.55 0.11
C 0.61 -2.67 -2.47
C 0.79 -3.10 -1.08
C 0.97 -4.47 -0.68
C 1.01 -4.49 0.67
C 0.85 -3.13 1.12
C 0.74 -2.74 2.54
N 0.75 -2.29 0.04
H 1.03 -3.41 -3.15
H 1.04 -1.69 -2.68
H -0.47 -2.60 -2.69
H 1.05 -5.31 -1.35
H 1.12 -5.35 1.32
H 0.69 -3.63 3.17
H -0.16 -2.15 2.71
H 1.59 -2.14 2.87
```

**<S²>**: 0.76
**Charge**: +2
**2S+1**: 2

It turns out #one is the most stable, with the second structure 1.634 eV higher.